96
Properties=species:S:1:pos:R:3:forces:R:3 method="wB97M-V/def2-TZVPD" orbital_gap_ev="5.03 / 6.97" spin_multiplicity=3 max_force_ev_per_a=1.90 s_squared=2.05
W 0.77867 -1.07318 0.59595 1.67 -0.74 -0.53
N -1.54196 -3.85198 -2.30562 0.12 -0.14 0.06
C -1.01342 -3.03717 -1.36187 -0.52 -0.03 -0.03
S 0.68096 -2.93323 -1.23031 0.10 0.20 0.32
N -1.87142 -2.41696 -0.60244 0.12 0.11 -0.06
N -1.31445 -1.67575 0.40904 -0.26 -0.12 -0.23
C -2.18493 -1.26899 1.27333 -0.16 0.17 0.43
C -3.64744 -1.47299 1.15725 0.09 0.01 -0.03
C -4.34335 -1.01002 0.04385 0.01 0.07 -0.04
C -5.71703 -1.15316 -0.02286 -0.04 -0.04 0.03
C -6.40865 -1.77590 1.01129 0.01 0.01 -0.02
C -5.71974 -2.24637 2.11822 0.04 0.03 -0.04
C -4.34228 -2.08410 2.19409 -0.03 -0.12 0.06
C -1.64518 -0.60273 2.46220 -0.44 -0.20 -0.45
C -2.42733 0.11759 3.34325 -0.12 0.15 0.27
C -1.82553 0.66905 4.46415 -0.17 -0.01 -0.09
C -0.47775 0.45230 4.66870 0.16 -0.06 -0.01
C 0.24533 -0.23784 3.70920 -0.16 -0.05 0.12
N -0.32724 -0.73977 2.61415 0.39 0.16 -0.04
H -0.95340 -4.16043 -3.05798 -0.02 0.02 0.00
H -2.53164 -3.78379 -2.47380 -0.01 0.03 0.01
H -3.79814 -0.54039 -0.76267 0.02 0.00 0.03
H -6.25116 -0.78542 -0.88979 -0.01 0.00 0.01
H -7.48281 -1.89403 0.95130 0.00 0.00 0.00
H -6.24861 -2.73777 2.92414 0.00 0.00 -0.01
H -3.80332 -2.45528 3.05895 -0.02 0.02 -0.02
H -3.48074 0.24557 3.13892 0.04 0.01 0.03
H -2.40633 1.25426 5.16499 0.00 -0.01 0.00
H 0.03571 0.83200 5.54032 -0.01 0.00 0.00
H 1.30216 -0.38647 3.82665 0.06 0.04 -0.01
O 3.82704 -2.58513 -1.03327 0.05 0.00 0.10
C 3.17244 -1.61747 -1.31875 -0.18 0.11 -0.14
O 2.46433 -0.89177 -0.46533 0.21 -0.17 0.10
C 3.08652 -1.05285 -2.70042 0.04 -0.03 0.00
C 4.16664 -1.25233 -3.55341 -0.02 0.01 -0.05
C 4.17037 -0.68968 -4.81652 -0.02 0.03 -0.01
C 3.08342 0.07245 -5.22877 0.03 -0.02 0.00
C 1.99841 0.24902 -4.38685 -0.04 -0.04 -0.03
C 1.97150 -0.32293 -3.11390 -0.03 0.05 0.02
P 0.46137 -0.01774 -2.07942 0.02 0.26 -0.21
C 0.52474 1.81771 -2.17465 -0.04 -0.02 -0.05
C -0.41935 2.62314 -2.80421 0.03 0.01 0.01
C -0.29008 4.00602 -2.78191 0.03 -0.01 0.02
C 0.78392 4.59781 -2.13263 -0.02 -0.03 -0.02
C 1.73981 3.80008 -1.51805 -0.01 -0.02 0.03
C 1.61250 2.41972 -1.53913 -0.03 0.01 0.06
C -0.88230 -0.53271 -3.21813 0.00 -0.09 0.04
C -2.19317 -0.11527 -2.98166 -0.04 0.05 -0.02
C -3.23701 -0.56636 -3.77771 0.05 0.01 0.03
C -2.99391 -1.45804 -4.81309 0.03 -0.01 0.00
C -1.69909 -1.90244 -5.03987 -0.01 0.05 0.00
C -0.65472 -1.45071 -4.24469 0.03 0.06 -0.05
H 4.99936 -1.84295 -3.19478 -0.01 0.01 0.00
H 5.01912 -0.82973 -5.47356 -0.01 0.00 0.00
H 3.07981 0.53117 -6.20957 0.00 0.00 0.01
H 1.15579 0.83888 -4.72847 0.00 0.00 0.01
H -1.25895 2.17962 -3.31999 -0.03 0.00 -0.01
H -1.03267 4.62086 -3.27497 0.00 -0.01 0.00
H 0.87846 5.67612 -2.10988 0.00 -0.01 0.00
H 2.58262 4.25133 -1.00974 0.00 -0.01 0.00
H 2.35603 1.80448 -1.04401 -0.01 -0.01 0.02
H -2.39458 0.56208 -2.16315 0.00 -0.01 0.00
H -4.24503 -0.22029 -3.58365 0.01 0.00 0.00
H -3.80801 -1.80747 -5.43555 0.00 0.00 0.00
H -1.49717 -2.60546 -5.83863 0.00 0.00 0.00
H 0.34438 -1.82543 -4.42460 0.02 0.02 -0.01
O 1.27318 -2.69466 1.49816 -0.12 -0.60 0.64
C 2.13732 -3.06256 2.43219 -0.02 0.08 -0.27
C 3.12788 -2.20761 2.93531 -0.06 -0.10 0.02
C 4.09798 -2.67866 3.83785 -0.01 -0.03 0.01
C 5.05420 -1.81857 4.31878 -0.09 -0.04 0.38
C 5.10855 -0.48192 3.94575 -0.06 0.14 -0.05
C 4.14400 -0.00273 3.07334 0.19 0.01 0.08
C 3.14044 -0.83242 2.57749 0.06 0.14 -0.26
O 2.19766 -0.27697 1.83052 -0.45 -0.08 0.09
N 6.05405 -2.33788 5.26856 0.56 -0.20 -1.15
O 6.02805 -3.52578 5.52457 -0.25 -0.01 0.39
O 6.93970 -1.58359 5.61969 -0.14 0.19 0.40
H 2.06211 -4.09845 2.73891 0.00 -0.01 0.04
H 4.09968 -3.71388 4.14958 0.00 0.02 -0.01
H 5.88662 0.15509 4.33857 -0.02 0.00 0.00
H 4.14471 1.03345 2.76084 0.02 -0.01 0.00
Br 1.74195 2.81499 2.31984 0.08 0.19 0.10
C 0.09303 3.59199 1.81645 0.18 0.17 0.19
C -0.11779 4.89023 2.26884 -0.06 0.06 0.00
C -1.29342 5.55726 1.96658 0.06 -0.05 0.02
C -2.26947 4.92441 1.20987 0.04 -0.08 -0.02
C -2.04723 3.63526 0.76237 -0.01 0.03 -0.01
C -0.86830 2.94294 1.05246 0.04 -0.09 -0.27
C -0.75916 1.55598 0.46749 -0.01 0.14 0.36
O -1.68288 1.11855 -0.19638 -0.17 -0.14 -0.12
O 0.32517 0.88785 0.74370 -0.70 0.63 -0.19
H 0.64985 5.37132 2.85882 0.00 -0.01 -0.01
H -1.44132 6.56867 2.32351 0.00 -0.01 0.00
H -3.19287 5.43246 0.96526 0.01 0.00 0.00
H -2.78519 3.12443 0.16143 -0.02 -0.02 -0.02